Entry 1:
Here is a molecular structure, C35H23CoN8O3S3Se from the Open Molecules 2025 dataset. Energies are from wB97M-V/def2-TZVPD.

Summary:
- energy above the lowest of the compared OMol25 structures with the same formula, charge and spin (kJ/mol) = 0.00
- 2S+1 = 4
- LUMO energy (spin up / spin down) (hartree) = 0.015 / 0.015
- HOMO energy (spin up / spin down) (eV) = -4.12 / -4.17
- Kohn-Sham gap (spin up / spin down) (eV) = 4.5352 / 4.5841
- net charge = -1

Geometry (Å):
H  -3.93  4.31  -1.44
H  -2.11  -3.37  3.30
C  -2.27  -0.83  5.36
H  3.15  -1.25  -4.02
C  -3.55  -1.12  2.82
O  -1.50  -1.37  -3.22
C  -3.94  -2.37  6.34
C  -4.81  2.78  -2.66
N  1.99  -0.64  -0.94
H  4.95  0.69  3.80
C  3.06  0.04  1.07
C  4.39  -0.66  -2.36
N  -1.01  -0.51  7.58
C  -1.59  -0.65  6.60
C  -2.36  1.45  -2.37
C  3.20  -0.98  -2.97
C  -3.79  3.35  -1.92
C  0.96  2.10  -3.08
H  -2.72  -3.02  1.07
C  -1.80  -0.18  4.22
O  -0.39  1.17  -0.99
C  -1.01  0.76  -2.21
H  1.11  2.45  -2.07
H  1.08  -1.28  -2.66
H  -5.76  3.28  -2.77
C  -0.80  -3.20  1.74
C  -2.36  -0.33  2.96
H  -1.49  -2.77  -0.09
H  -0.95  0.48  4.34
H  -1.07  0.09  -4.87
Se  7.94  0.38  0.54
N  -1.14  -3.43  3.01
C  5.51  0.25  1.17
C  4.21  0.27  1.83
C  -4.60  1.55  -3.27
C  -1.15  -0.80  -2.19
H  -3.24  -0.08  -3.58
C  -2.57  2.70  -1.78
C  4.38  -0.33  -1.01
C  -4.01  -1.77  3.99
S  -1.59  0.50  1.61
H  0.43  0.84  -6.67
H  -0.43  -3.33  3.71
C  1.81  2.52  -4.10
C  1.63  2.07  -5.39
N  6.65  0.49  1.77
C  -3.40  -1.66  5.22
N  -1.75  -3.18  0.81
S  -4.41  -1.36  1.36
C  2.79  0.56  3.73
H  0.67  0.41  3.24
C  1.70  0.36  2.89
C  -0.27  0.78  -4.66
C  2.02  -0.98  -2.22
Co  0.25  -0.55  0.37
H  5.33  -0.66  -2.90
C  4.07  0.53  3.20
N  1.83  0.10  1.60
H  2.62  3.21  -3.87
C  3.15  -0.32  -0.34
H  2.62  0.75  4.78
C  -3.39  0.89  -3.13
C  0.59  1.20  -5.66
H  -1.79  3.18  -1.22
H  -4.89  -2.39  3.89
O  -0.85  -1.37  -1.10
N  6.79  0.00  -0.77
S  0.85  -2.94  1.33
N  -4.37  -2.94  7.24
C  -0.08  1.22  -3.35
H  -1.09  1.47  -0.38
C  5.59  -0.03  -0.25
H  -5.39  1.08  -3.84
H  2.29  2.39  -6.18

Results of the Mulliken charge analysis, in e, for atoms 1 through 6: 0.39, 0.20, 0.13, 0.52, -0.34, -0.73



Entry 2:
Here is a molecular structure, C12H12FeN5O4S2 at a distorted geometry from the Open Molecules 2025 dataset. Energies are from wB97M-V/def2-TZVPD.

Summary:
- 2S+1 = 5
- LUMO energy (spin up / spin down) (hartree) = 0.083 / 0.087
- HOMO energy (spin up / spin down) (eV) = -4.48 / -4.18
- Kohn-Sham gap (spin up / spin down) (eV) = 6.7366 / 6.5410
- net charge = -1

Geometry (Å):
H  -2.41  3.27  2.44
C  -0.54  -0.59  2.95
C  0.11  -0.42  -5.17
O  1.95  -0.67  -0.22
C  -0.94  -0.02  -4.40
O  1.77  -2.75  -1.47
O  1.64  -2.80  0.95
H  -1.94  0.07  -4.81
C  1.53  -0.24  -3.25
H  2.40  0.30  1.95
C  -0.39  -0.70  4.32
H  2.87  0.16  4.41
O  -0.15  -1.76  -0.35
C  -0.73  0.27  -3.02
H  -1.22  -1.00  4.94
S  1.31  -2.10  -0.27
H  2.49  -0.35  -2.75
N  0.54  0.19  -2.49
H  1.00  -0.48  5.94
H  -3.67  2.41  1.69
C  1.88  -0.05  4.03
S  -0.17  2.47  1.17
C  1.38  -0.54  -4.59
C  -1.83  2.00  1.01
H  -0.03  -0.64  -6.22
H  -1.48  -0.82  2.46
Fe  0.38  0.25  -0.34
H  -2.75  0.83  -2.43
N  -1.38  0.82  -0.84
N  -2.29  1.31  0.01
C  1.63  0.03  2.67
H  2.23  -0.87  -5.17
N  0.44  -0.21  2.15
C  -1.73  0.64  -2.13
C  0.84  -0.41  4.87
N  -2.71  2.42  1.99

Results of the natural (NBO) charge analysis, in e, for atoms 1 through 6: 0.39, 0.07, -0.17, -1.10, -0.24, -1.02



Entry 3:
Here is a molecular structure, C53H46FeIN4O2Sb2 at a distorted geometry from the Open Molecules 2025 dataset. Energies are from wB97M-V/def2-TZVPD.

Summary:
- energy above the lowest of the compared OMol25 structures with the same formula, charge and spin (kJ/mol) = 311.68
- 2S+1 = 5
- LUMO energy (spin up / spin down) (hartree) = -0.173 / -0.117
- HOMO energy (spin up / spin down) (eV) = -9.28 / -9.32
- Kohn-Sham gap (spin up / spin down) (eV) = 4.5770 / 6.1459
- net charge = +1

Geometry (Å):
C  4.33  0.31  2.86
C  3.41  -1.92  -1.20
H  -3.81  5.17  0.89
H  1.31  5.98  -2.41
H  -5.52  -0.85  0.46
H  0.12  1.63  3.81
H  3.80  -2.89  -0.95
H  0.24  -3.28  4.52
H  3.80  -3.82  1.05
H  0.84  -4.91  0.19
C  -0.27  0.28  -3.77
C  -2.30  -1.03  -5.24
C  1.78  -0.17  3.92
C  -4.41  1.32  -1.07
C  -2.23  1.51  1.42
H  -3.06  -1.56  -5.74
C  0.34  3.93  2.32
C  -1.98  4.04  0.95
H  0.00  -2.18  2.39
O  -1.75  -1.61  4.82
C  4.17  -0.23  4.13
C  -0.08  -0.16  -5.09
H  -1.82  -2.38  -0.99
C  -3.45  4.13  0.95
C  -1.54  0.08  -3.23
C  -3.88  0.69  0.24
N  -1.66  -0.52  -0.02
O  -0.60  2.33  -0.15
C  -3.89  0.31  3.36
C  0.02  5.15  1.80
C  -2.35  0.38  3.59
Fe  0.37  0.62  0.06
C  -2.38  -1.60  -0.46
C  3.23  0.68  2.13
H  0.79  -0.51  4.25
C  1.86  -3.01  1.52
H  4.36  -1.84  -3.16
H  0.59  3.75  -1.80
H  3.73  0.55  -2.48
H  0.07  -2.20  -3.07
H  0.64  5.98  2.01
H  -4.16  2.36  -1.25
C  2.92  -0.55  4.62
H  1.11  3.77  3.05
C  0.53  -3.42  -1.34
H  -1.75  0.43  -2.24
C  0.85  -2.85  2.50
H  -2.56  0.10  5.78
C  -0.49  -4.22  -3.35
C  0.45  -4.71  -0.79
C  1.91  0.45  2.68
H  5.34  0.56  2.45
C  -4.48  -0.70  0.32
Sb  1.50  -1.93  -0.21
H  -4.06  0.71  -1.91
C  -2.41  0.49  0.36
H  3.30  -0.05  -4.07
H  4.15  4.32  -5.31
C  2.70  5.34  -3.94
H  3.46  2.09  -4.52
C  1.00  -3.44  3.76
C  3.18  -4.26  3.12
C  -1.27  5.18  1.21
C  -0.60  -5.50  -2.81
H  -2.46  -2.07  5.28
C  1.78  5.13  -2.94
C  -1.06  -0.81  -5.82
C  -1.64  1.03  2.68
C  -1.92  -0.20  4.94
C  3.38  -1.59  -2.69
H  -1.75  6.12  1.00
H  2.62  -2.20  -3.17
H  -0.97  0.18  5.28
C  -0.14  -5.72  -1.52
H  -5.35  3.15  1.27
C  2.98  2.97  -4.09
C  2.16  -4.18  4.09
N  -0.45  2.84  2.15
C  3.01  -3.73  1.83
C  -3.77  1.67  1.47
C  -4.27  3.08  1.24
H  4.03  -1.18  -0.67
H  -0.81  -1.13  -6.84
C  -0.24  1.55  2.78
H  2.82  -0.89  5.65
C  1.36  3.87  -2.55
H  4.04  -4.89  3.42
H  -1.13  -6.30  -3.38
H  -3.52  -0.67  -3.49
H  -4.48  -0.31  4.02
N  0.79  0.84  1.93
H  5.07  -0.46  4.70
I  3.49  1.92  0.49
C  2.00  2.80  -3.11
H  0.92  0.05  -5.50
H  -0.25  -6.70  -1.02
H  -5.51  1.22  -1.02
C  3.08  -0.10  -2.99
C  -2.53  -0.58  -3.92
H  2.96  6.35  -4.23
C  -1.30  2.71  1.02
H  2.24  -4.65  5.07
C  0.10  -3.19  -2.64
H  -0.82  -4.07  -4.37
Sb  1.26  0.95  -2.51
N  -4.49  0.98  2.48
C  -3.76  -1.73  -0.23
C  3.35  4.24  -4.51
H  -4.26  -2.63  -0.50

Results of the Mulliken charge analysis, in e, for atoms 1 through 6: -0.29, -0.96, 0.36, 0.39, 0.56, 1.40



Entry 4:
Here is a molecular structure, C7H9N at a distorted geometry from the Open Molecules 2025 dataset. Energies are from wB97M-V/def2-TZVPD.

Summary:
- energy above the lowest of the compared OMol25 structures with the same formula, charge and spin (kJ/mol) = 561.51
- 2S+1 = 1
- LUMO energy (hartree) = -0.013
- HOMO energy (eV) = -9.05
- Kohn-Sham gap (eV) = 8.7114
- net charge = 0

Geometry (Å):
C  0.53  1.83  0.04
C  -0.92  -1.42  -0.01
H  0.72  2.05  1.09
H  3.21  0.67  0.80
C  -0.50  0.83  -0.25
H  0.19  2.84  -0.51
C  0.08  -0.42  0.03
H  -1.75  1.50  1.25
C  2.75  -0.46  0.15
H  -2.46  2.42  -0.41
H  3.57  -0.86  -0.49
C  -1.93  1.40  0.00
N  -1.80  -2.22  0.14
H  1.42  -1.68  -0.69
C  1.46  -0.73  -0.15
H  1.61  1.82  -0.50
H  -2.68  0.63  -0.40

Results of the natural (NBO) charge analysis, in e, for atoms 1 through 6: -0.69, 0.27, 0.24, 0.18, 0.14, 0.21



Entry 5:
Here is a molecular structure, C23H21FeIN2O5 at a distorted geometry from the Open Molecules 2025 dataset. Energies are from wB97M-V/def2-TZVPD.

Summary:
- energy above the lowest of the compared OMol25 structures with the same formula, charge and spin (kJ/mol) = 53.15
- 2S+1 = 5
- LUMO energy (spin up / spin down) (hartree) = -0.027 / -0.029
- HOMO energy (spin up / spin down) (eV) = -7.60 / -7.80
- Kohn-Sham gap (spin up / spin down) (eV) = 6.8566 / 7.0175
- net charge = 0

Geometry (Å):
C  -0.29  3.35  4.25
C  -0.49  -2.53  1.09
H  -2.43  3.50  4.39
H  1.78  2.99  3.81
C  -5.06  1.75  -0.69
C  0.76  2.89  3.48
H  -2.09  -1.69  -4.84
H  -1.06  -2.06  -3.44
H  1.52  -5.11  0.11
H  1.83  -4.06  -2.00
H  -3.80  -4.51  2.74
I  2.15  1.53  1.11
O  -0.69  -1.26  1.02
H  -6.06  1.37  -0.94
H  -5.72  3.57  -0.48
H  -2.86  2.41  2.28
H  -2.84  -4.12  4.19
O  -0.50  0.34  -1.92
C  -2.67  1.03  -1.21
C  -1.78  0.32  -2.09
H  -0.66  -0.69  -4.46
C  -4.04  1.04  -1.55
H  3.16  -3.66  -0.89
C  -0.09  -5.29  1.45
C  0.55  -3.22  0.37
H  -3.56  -5.74  4.01
C  -1.48  -1.26  -4.04
C  -2.35  -0.39  -3.18
C  0.72  -4.60  0.61
O  -1.95  -5.44  2.86
C  0.51  2.30  2.26
C  -3.09  -4.91  3.48
C  -1.35  -3.29  1.91
O  1.32  -1.27  -0.73
C  1.36  -2.52  -0.57
C  -1.17  -4.64  2.09
C  -1.84  2.58  2.58
H  -2.16  -2.76  2.38
H  -2.85  2.46  0.33
H  -4.87  1.54  0.37
C  -0.79  2.12  1.74
C  2.33  -3.25  -1.47
C  -1.59  3.17  3.79
H  0.06  -6.34  1.64
C  -4.45  0.35  -2.67
O  -4.99  3.15  -0.94
N  -3.64  -0.36  -3.44
C  -2.19  1.71  -0.08
Fe  0.24  0.13  -0.12
H  2.71  -2.53  -2.18
H  -5.49  0.34  -2.95
N  -1.00  1.52  0.52
H  -0.10  3.82  5.20

Results of the natural (NBO) charge analysis, in e, for atoms 1 through 6: -0.21, 0.55, 0.22, 0.23, -0.09, -0.23



Across the entries above, M takes the values 837.72; 410.24; 1197.25; 107.16; 588.18 g/mol, respectively.